Entry 1:
125
Properties=species:S:1:pos:R:3:forces:R:3 method="wB97M-V/def2-TZVPD" total_charge=0
Na -4.62363 0.43154 2.77314 1.11 -0.56 -0.77
C -1.10493 -0.49199 -0.04080 1.33 -1.48 -0.56
C -1.99075 -0.13016 1.11034 -1.87 -0.73 0.57
O -2.79870 -1.14368 1.72985 0.80 2.15 -0.46
H -0.63257 0.32218 -0.59044 -0.46 0.55 0.09
H -1.48756 -1.19432 -0.78136 -0.52 0.03 0.00
H -0.23159 -0.99064 0.37960 0.18 -0.45 0.04
H -2.62674 0.67330 0.73876 -0.54 0.74 -0.20
H -1.26596 0.37704 1.74715 0.13 0.27 1.09
C 0.22310 -0.70805 4.89092 0.34 -0.79 0.79
C 0.35545 -1.96637 4.04134 0.04 -0.32 0.38
C 1.86063 -2.37958 4.02034 -1.71 -1.23 -0.30
O 1.85562 -3.50338 3.13875 0.82 0.10 -0.32
C 3.17178 -3.80281 2.69747 -0.80 -0.24 -0.31
N -0.53253 -3.09286 4.51994 1.14 1.13 -0.10
H 0.93699 -0.87362 5.69780 0.20 0.38 0.32
H -0.72854 -0.66235 5.42043 -0.29 0.32 -0.50
H 0.50322 0.21751 4.38796 -0.29 -0.06 -0.11
H 0.06080 -1.77187 3.01011 -0.03 0.04 -0.12
H 2.18833 -2.78947 4.97569 -0.07 0.35 0.56
H 2.57837 -1.61652 3.71920 -0.25 0.28 -0.28
H 3.84781 -3.75878 3.55136 0.37 0.03 -0.20
H 3.41065 -3.12153 1.88082 0.55 0.26 0.19
H 3.16925 -4.79773 2.25224 -0.02 -0.12 0.24
H -0.88799 -2.93721 5.45242 0.15 0.22 0.17
H 0.01615 -3.94055 4.54153 -0.14 -0.23 -0.12
C -6.15625 3.83874 -0.41534 1.05 -0.60 0.49
C -5.09628 2.93637 0.29681 0.57 0.35 -2.13
C -3.78439 3.68193 0.40754 0.80 1.39 0.29
O -3.16595 4.07603 -0.81200 -0.51 -0.94 -0.19
C -2.43002 3.01331 -1.44115 0.06 0.66 0.45
N -5.50206 2.50523 1.60675 0.24 -0.33 0.73
H -5.78037 4.41332 -1.26190 0.31 -0.49 -0.18
H -6.37589 4.61760 0.31489 -0.78 -0.13 0.12
H -6.97740 3.19886 -0.73840 -0.36 0.48 0.22
H -4.82432 2.06023 -0.29185 -0.50 -0.25 -0.20
H -3.06859 3.18563 1.06284 0.11 -0.61 -0.09
H -3.94317 4.64074 0.90107 -0.35 0.24 0.22
H -1.61786 2.75004 -0.76352 0.12 -0.31 -0.17
H -2.02652 3.42175 -2.36769 -0.03 -0.07 0.07
H -3.01791 2.12129 -1.65742 -0.18 0.02 0.02
H -6.37467 1.99715 1.58420 -0.42 0.31 -0.24
H -5.63840 3.35911 2.12868 -0.27 -0.07 0.63
C 4.31956 3.84877 2.80036 -0.07 -0.29 -1.24
C 3.42654 4.89849 2.13133 0.20 -0.73 0.08
C 2.00039 4.58953 1.67389 -0.06 -2.77 -0.68
O 1.99591 3.40905 0.79224 0.45 0.81 0.13
C 0.76735 2.95464 0.24393 -0.11 1.02 0.19
N 3.32887 5.92844 3.12474 -0.34 1.27 0.21
H 4.49707 3.02092 2.11389 -0.32 -0.35 0.33
H 3.94446 3.53610 3.77485 -0.01 -0.19 -0.10
H 5.30608 4.30134 2.90076 -0.11 0.17 0.37
H 3.98042 5.22738 1.25204 -0.01 0.37 -0.05
H 1.58417 5.49036 1.22295 -0.13 -0.03 -0.41
H 1.35621 4.27711 2.49580 -0.02 0.35 0.51
H 0.92537 2.02015 -0.29446 0.19 0.08 0.18
H 0.33246 3.69185 -0.43097 0.26 0.20 -0.46
H -0.03097 2.84052 0.97725 0.10 -0.41 0.59
H 2.63892 6.59430 2.80740 0.02 0.64 -0.02
H 2.87231 5.50887 3.92199 0.11 -0.09 0.45
C 0.58394 -4.72213 -0.12713 -1.80 0.89 -0.47
C -0.82605 -4.48608 0.43294 -0.16 0.61 0.98
C -1.89867 -5.30428 -0.24318 0.50 -0.40 0.44
O -3.02199 -5.32226 0.57055 -2.56 -0.89 -0.43
C -4.08474 -6.14968 -0.03555 1.13 0.74 0.83
N -0.76326 -4.59276 1.91017 -0.59 -0.56 -0.96
H 0.52645 -4.32160 -1.13925 0.83 0.01 -0.24
H 0.81392 -5.78711 -0.15919 0.27 0.09 0.24
H 1.17924 -4.11349 0.55351 0.74 -0.30 -0.60
H -1.20500 -3.47352 0.29427 0.65 0.47 -0.21
H -1.49816 -6.30563 -0.40122 -0.11 -0.67 -0.10
H -2.15499 -4.89869 -1.22190 0.20 0.21 -0.31
H -4.93763 -6.27999 0.63055 0.57 -0.12 0.68
H -3.57990 -7.08772 -0.26648 -0.55 -0.29 -0.25
H -4.59230 -5.71308 -0.89571 0.71 0.30 -0.55
H 0.09861 -4.12045 2.14297 -0.05 0.06 0.49
H -0.62597 -5.56414 2.15034 0.04 -0.36 0.25
C 0.97641 -1.67755 -7.03366 -2.23 0.87 -1.00
C 1.38571 -1.90463 -5.63533 1.30 -2.11 0.69
C 2.90798 -1.82349 -5.61074 0.75 0.97 -0.47
C 3.38942 -0.39738 -5.59825 0.20 1.81 1.06
C 2.80847 0.38723 -4.37683 1.04 -2.33 -0.43
C 1.28674 0.34227 -4.36927 0.52 0.56 0.04
N 0.81646 -1.03835 -4.56984 1.46 -0.75 -0.58
O -0.58939 -1.10819 -4.60346 -0.09 0.00 0.00
C 0.82399 0.76204 -2.98000 -1.03 -0.30 0.05
C 0.81809 1.36513 -5.39379 -0.64 -0.24 -0.44
C 1.12958 -3.39745 -5.29858 -1.38 -0.25 1.79
H -0.07805 -1.90502 -7.19012 -0.30 -0.13 0.28
H 1.46873 -2.34802 -7.73807 0.47 0.51 0.02
H 0.99378 -0.60495 -7.22683 0.64 -0.13 -0.74
H 3.33796 -2.48561 -4.85921 0.07 0.43 0.34
H 3.36845 -2.08569 -6.56328 -0.59 -1.14 -0.15
H 3.14417 0.10262 -6.53524 -0.23 -0.08 -0.17
H 4.47919 -0.38688 -5.57799 0.13 0.06 0.21
H 3.21885 1.37922 -4.18809 -0.24 0.15 -0.40
H 3.19134 -0.25218 -3.58143 -0.23 0.24 0.66
H 0.99376 1.82007 -2.78040 0.42 -0.07 0.08
H -0.25586 0.63095 -2.91042 -0.19 0.08 -0.11
H 1.22889 0.10023 -2.21438 0.38 0.27 0.00
H 1.26189 1.26102 -6.38389 0.34 -0.08 0.13
H -0.24839 1.22518 -5.57024 -0.20 0.45 0.24
H 1.07411 2.35440 -5.01444 -0.34 0.11 -0.13
H 0.07435 -3.64513 -5.18351 -0.43 0.24 -0.70
H 1.41318 -3.60263 -4.26631 0.68 0.23 0.17
H 1.56034 -4.21521 -5.87635 0.31 0.64 -0.57
H -0.71730 -1.67724 -3.84095 -0.62 -0.01 0.11
C 2.76168 -0.29568 0.93040 0.98 0.27 0.86
C 3.89797 0.59863 0.33874 -1.11 -0.87 -2.16
O 3.71945 0.49368 -1.12817 -0.25 0.03 0.63
H 1.85949 0.22472 1.25184 0.11 0.40 -0.26
H 3.15446 -0.76226 1.83379 0.02 0.02 0.19
H 2.42905 -1.13579 0.32075 0.38 0.25 -0.52
H 4.90723 0.20854 0.47037 -0.13 -0.11 0.74
H 3.84072 1.64543 0.63714 -0.17 -0.18 0.17
H 3.97301 1.28999 -1.60060 0.11 0.20 0.31
C -1.80706 3.41858 4.12359 -0.56 0.06 0.85
C -2.58062 2.23596 4.72381 0.05 -0.91 -0.95
O -3.96507 2.57833 4.82219 -0.50 0.73 -0.18
H -0.84945 3.18549 3.65803 -0.13 -0.44 0.12
H -1.62171 4.16094 4.89990 -0.01 0.14 -0.05
H -2.45146 3.87379 3.37151 0.05 0.01 -0.06
H -2.24972 1.81817 5.67464 0.43 0.51 0.14
H -2.53127 1.40067 4.02526 0.45 -0.23 -0.23
H -4.49481 1.82592 5.09580 0.27 -0.04 0.41

=====

Entry 2:
120
Properties=species:S:1:pos:R:3:forces:R:3 method="wB97M-V/def2-TZVPD" de_lowest_kcal_mol=39.8 total_charge=0 smiles=CC(C)O.CC(C)O.CC(C)O.CCOCC.CCOCC.CCOCC.CCOCC.CCOCC.CCO
C -14.43736 23.82144 32.46634 -0.64 0.11 0.05
C -15.12873 25.00479 31.69950 1.00 -2.15 0.95
O -14.17799 25.46626 30.77373 -0.28 0.58 -0.11
C -14.61346 26.63826 30.09800 0.35 -0.17 -0.64
C -13.62040 26.96123 28.98685 0.00 0.22 0.07
H -13.49612 24.09684 32.94207 0.06 0.16 -0.34
H -15.03838 23.38291 33.26294 -0.46 0.53 0.20
H -14.31160 22.94009 31.83745 0.42 0.34 -0.48
H -15.99196 24.56050 31.20399 -0.29 0.27 -0.28
H -15.47862 25.75669 32.40684 0.14 0.35 -0.05
H -15.58588 26.47619 29.63300 -0.32 -0.16 0.11
H -14.70728 27.45674 30.81171 -0.03 0.19 0.08
H -13.38775 26.06175 28.41685 0.21 -0.08 0.25
H -12.72472 27.43509 29.38849 0.18 -0.33 -0.03
H -14.01418 27.65716 28.24609 -0.33 0.15 0.20
C -11.81547 27.50674 12.36335 -0.71 0.36 -0.80
C -12.52784 27.66119 13.71973 1.95 0.06 -0.71
O -11.42925 27.39102 14.63092 -1.89 0.30 0.51
C -11.84519 27.59117 15.98400 1.16 -0.60 0.10
C -10.70372 27.10415 16.85190 0.57 -0.57 0.42
H -12.28021 27.98208 11.49953 -0.63 0.37 0.26
H -10.83354 27.97953 12.38304 0.08 -0.35 0.35
H -11.76672 26.47599 12.01225 0.39 -0.17 0.56
H -12.90492 28.66607 13.90982 0.10 0.26 -0.16
H -13.38367 26.99445 13.82507 0.16 -0.41 0.23
H -12.00581 28.64115 16.22864 -0.25 0.29 -0.35
H -12.75942 27.03870 16.20092 -0.16 -0.11 -0.07
H -10.34981 26.10327 16.60475 -0.37 -0.16 -0.39
H -10.95665 27.02544 17.90922 -0.19 0.38 0.06
H -9.80337 27.71036 16.75190 -0.18 0.35 0.00
C -2.85496 30.29537 19.47247 0.88 -0.05 0.32
C -4.17452 30.29425 20.19749 0.02 1.20 -0.90
O -4.87354 29.12458 19.92072 1.90 -0.36 -0.18
C -5.96247 29.00113 20.71870 -2.51 -2.22 0.08
C -6.39994 27.53719 20.53367 0.33 -0.14 0.19
H -2.89971 30.35820 18.38521 -0.37 -0.33 0.06
H -2.19731 31.11406 19.76461 -0.31 0.32 0.23
H -2.29850 29.41429 19.79210 -0.03 -0.26 -0.34
H -4.04973 30.45816 21.26784 0.14 -0.21 0.22
H -4.81472 31.09566 19.82873 0.03 0.64 0.07
H -5.81310 29.09307 21.79449 0.44 0.71 0.11
H -6.75216 29.65975 20.35716 -0.27 0.42 0.34
H -5.57891 26.92637 20.90908 0.13 -0.10 -0.12
H -6.51758 27.29957 19.47642 -0.19 0.04 0.04
H -7.26371 27.21088 21.11291 -0.25 0.39 -0.14
C -6.05543 33.26716 12.60585 0.18 0.01 1.72
C -6.23422 32.24153 13.76854 0.32 -0.11 0.29
O -6.86364 32.74699 14.97484 -0.10 -0.71 -0.80
C -7.30574 31.70255 15.88394 -1.22 1.64 -0.28
C -8.15964 32.44532 16.95654 1.25 -1.15 -0.15
H -7.00940 33.72310 12.34097 0.04 -0.28 -0.32
H -5.40073 34.08098 12.91756 -0.07 0.12 0.28
H -5.50573 32.81941 11.77793 -0.52 -0.29 -0.12
H -6.74344 31.35511 13.39030 -0.64 0.05 -0.02
H -5.28030 31.82587 14.09313 0.51 0.22 -0.20
H -7.96575 31.00325 15.37066 0.18 -0.22 -0.34
H -6.47019 31.16491 16.33217 0.15 0.03 0.00
H -8.55149 31.72736 17.67702 0.01 -0.17 0.02
H -9.01782 32.97132 16.53827 0.43 0.25 -0.10
H -7.42518 33.04503 17.49414 -0.54 0.61 0.04
C -12.21034 34.26642 20.88231 -0.40 0.65 -0.17
C -12.37490 35.03143 22.17464 0.64 -0.73 0.35
O -12.45426 34.08082 23.23841 -0.15 0.52 0.06
C -12.57196 34.68658 24.52457 0.41 -1.00 -0.11
C -12.66981 33.61339 25.55472 -1.09 -1.61 0.81
H -11.28466 33.69680 20.80013 -0.08 0.00 0.23
H -13.08027 33.62818 20.72749 0.12 -0.15 -0.05
H -12.21622 35.03209 20.10655 0.07 -0.17 -0.34
H -11.51995 35.68701 22.34015 0.27 0.10 0.07
H -13.24110 35.69114 22.12404 -0.40 -0.14 0.16
H -11.65169 35.19778 24.80718 -0.07 0.88 -0.54
H -13.48770 35.27651 24.56354 0.25 0.57 -0.01
H -11.98044 32.77326 25.47069 0.68 0.46 -0.21
H -13.61385 33.07025 25.51157 -0.42 0.23 -0.19
H -12.63157 33.99326 26.57567 0.25 0.23 -0.07
C -5.52478 34.23220 24.93414 -0.10 0.75 -0.52
C -6.89915 33.89278 24.28026 1.25 0.64 1.14
C -6.81983 33.77582 22.79885 0.62 0.73 -0.67
O -7.33503 32.70709 24.83599 -0.50 -1.71 0.91
H -4.73038 33.49575 24.81299 -0.40 -0.46 -0.15
H -5.55096 34.50962 25.98792 -0.49 -0.35 0.09
H -5.12424 35.12734 24.45833 -0.08 0.17 -0.21
H -7.61846 34.65266 24.58567 0.06 0.59 -0.21
H -6.15582 32.96188 22.50783 -0.11 -0.16 0.02
H -6.35689 34.69774 22.44693 -0.11 0.07 -0.40
H -7.79432 33.67071 22.32196 -0.03 -0.12 0.04
H -8.09878 32.41234 24.33458 -0.22 -0.26 0.00
C -7.73170 31.85888 31.08042 -0.41 0.12 0.00
C -7.95400 31.59531 29.57275 0.37 0.13 1.13
C -9.28648 30.88506 29.30014 0.77 -0.02 0.40
O -7.93841 32.81364 28.87879 -0.21 1.17 -0.07
H -8.53408 32.50375 31.43880 -0.17 -0.02 0.03
H -6.81025 32.34547 31.40019 0.22 0.13 -0.73
H -7.74632 30.94851 31.67968 -0.28 -0.26 -0.26
H -7.06335 31.09990 29.18620 -0.23 -1.05 0.10
H -9.46872 30.96305 28.22832 -0.13 -0.59 -0.03
H -10.13193 31.35346 29.80404 0.19 0.34 0.10
H -9.22491 29.87145 29.69624 -0.15 -0.24 -0.48
H -7.98272 32.57276 27.95056 0.05 0.30 -0.29
C -11.59303 29.05298 24.08145 -0.56 -1.35 0.18
C -10.97345 29.58127 22.81390 -1.36 -0.17 -1.27
C -11.96776 29.60998 21.54203 1.06 -0.37 1.52
O -10.51911 30.88470 23.03241 1.01 0.86 -0.11
H -11.54003 27.96446 24.06124 -0.06 -0.26 -0.06
H -12.65864 29.25118 24.19676 0.00 0.48 0.01
H -11.05003 29.32245 24.98734 0.05 0.41 -0.20
H -10.11016 28.94804 22.60934 0.21 0.28 -0.27
H -12.41330 28.64919 21.28422 0.03 -0.12 0.32
H -11.44410 29.95227 20.64944 0.05 0.25 0.18
H -12.76409 30.29506 21.83294 -0.13 0.10 -0.28
H -11.23583 31.51639 22.93817 -0.25 0.10 0.01
C -11.49124 24.01274 22.09224 0.98 0.36 -0.32
C -12.39026 23.81087 23.24998 -0.84 0.23 1.46
O -13.69509 24.36003 23.03899 0.13 -0.37 -0.11
H -10.45815 23.85215 22.40050 0.10 -0.60 -0.13
H -11.44868 25.04888 21.75655 -0.54 0.08 -0.05
H -11.77457 23.36397 21.26343 0.22 0.05 -0.09
H -12.04796 24.26029 24.18215 0.31 0.50 -0.22
H -12.47283 22.76927 23.56034 -0.03 -0.38 -0.42
H -14.14058 23.72158 22.47728 -0.33 0.15 -0.11

=====

What did we get for orbital gap? Answer: 5.7; 10.1 eV, in the order shown.